1.
Entry from the OMol25 dataset: C23H30Cl2KOSi as an isolated structure in a non-equilibrium geometry (ωB97M-V/def2-TZVPD).

Each line ends with the Löwdin charge.
CARTESIAN COORDINATES (ANGSTROEM)
1 K 0.73 -1.20 0.65  0.706
2 Cl 4.70 -0.99 0.98  0.539
3 C 6.47 -1.08 1.00  -1.023
4 Cl 7.15 -1.09 -0.64  0.483
5 H 6.76 -2.01 1.49  0.021
6 H 6.86 -0.22 1.51  0.019
7 C -1.73 -5.54 -0.31  -0.079
8 C -1.03 -5.52 1.06  -0.670
9 C -2.10 -5.32 2.15  -0.080
10 C -0.33 -6.87 1.29  -0.081
11 C -0.03 -4.44 1.11  -0.304
12 C 0.91 -3.65 1.19  -0.241
13 H -2.45 -6.37 -0.37  0.071
14 H -0.99 -5.65 -1.11  0.077
15 H -2.26 -4.60 -0.47  0.073
16 H -2.82 -6.15 2.15  0.071
17 H -2.64 -4.39 1.98  0.074
18 H -1.63 -5.26 3.13  0.077
19 H -1.05 -7.70 1.26  0.070
20 H 0.17 -6.87 2.25  0.077
21 H 0.42 -7.03 0.52  0.077
22 C -1.59 2.81 2.27  -0.108
23 C -0.71 3.41 1.17  -0.605
24 C 0.47 4.14 1.81  -0.105
25 C -1.55 4.40 0.36  -0.101
26 Si 0.02 1.95 0.16  0.369
27 O 0.76 0.92 1.08  -0.560
28 C -1.43 1.13 -0.78  -0.205
29 C -2.32 0.30 -0.09  -0.115
30 C -3.40 -0.30 -0.72  -0.092
31 C -3.61 -0.10 -2.07  -0.107
32 C -2.73 0.70 -2.79  -0.098
33 C -1.65 1.30 -2.15  -0.090
34 C 1.20 2.65 -1.17  -0.199
35 C 2.51 2.15 -1.17  -0.087
36 C 3.46 2.59 -2.08  -0.093
37 C 3.12 3.55 -3.02  -0.112
38 C 1.84 4.07 -3.04  -0.104
39 C 0.89 3.62 -2.12  -0.117
40 H -1.91 3.59 2.97  0.076
41 H -1.05 2.04 2.82  0.075
42 H -2.49 2.36 1.84  0.066
43 H 0.13 4.95 2.47  0.075
44 H 1.12 4.58 1.05  0.072
45 H 1.07 3.44 2.40  0.077
46 H -2.01 5.14 1.02  0.075
47 H -2.35 3.90 -0.19  0.075
48 H -0.93 4.95 -0.36  0.059
49 H -2.16 0.13 0.97  0.100
50 H -4.07 -0.94 -0.15  0.098
51 H -4.46 -0.57 -2.57  0.093
52 H -2.88 0.84 -3.86  0.094
53 H -0.96 1.90 -2.73  0.084
54 H 2.77 1.41 -0.42  0.081
55 H 4.46 2.18 -2.05  0.095
56 H 3.86 3.90 -3.73  0.091
57 H 1.57 4.82 -3.77  0.093
58 H -0.11 4.04 -2.16  0.088

Computed properties:
Frontier orbital gap in eV: 7.209
Net charge: -1
ΔE to the lowest compared entry with this formula, charge and spin in kcal/mol: 10.79
LUMO in Ha: 0.0876

=====

2.
Entry from the OMol25 dataset: C23H30ClO9Ru as an isolated structure in a non-equilibrium geometry (ωB97M-V/def2-TZVPD).

Each line ends with the Mulliken spin population.
CARTESIAN COORDINATES (ANGSTROEM)
1 C 0.35 -0.24 -7.22  -0.036
2 C 0.15 -1.00 -5.89  0.055
3 C -0.14 1.20 -7.00  0.100
4 C -0.96 1.22 -5.66  0.064
5 H -0.76 1.48 -7.86  0.006
6 H 0.72 1.89 -6.95  -0.009
7 C -1.03 -0.33 -5.25  0.089
8 H 1.05 -0.89 -5.28  -0.009
9 H -0.02 -2.07 -6.09  0.006
10 C -1.39 -0.90 -3.86  0.003
11 H -1.88 -0.64 -5.88  0.004
12 H -1.99 1.51 -5.91  -0.010
13 C -0.44 2.26 -4.77  0.681
14 C 1.81 -0.30 -7.69  -0.002
15 C -0.40 -0.85 -8.41  -0.003
16 O -0.86 -0.19 -9.35  0.000
17 O 2.77 -0.17 -6.95  0.000
18 O 1.90 -0.57 -9.00  0.001
19 O -0.46 -2.18 -8.39  0.001
20 C -1.00 -2.72 -9.61  0.000
21 H -0.93 -3.79 -9.51  0.000
22 H -0.40 -2.37 -10.46  0.000
23 H -2.03 -2.39 -9.74  0.000
24 C 3.23 -0.71 -9.48  0.000
25 H 3.81 0.19 -9.28  0.000
26 H 3.12 -0.88 -10.55  0.000
27 H 3.72 -1.57 -9.01  0.000
28 O -0.50 -0.77 -2.76  0.194
29 H -1.42 -1.99 -3.98  0.005
30 H -2.42 -0.58 -3.61  -0.014
31 C -1.37 2.83 -3.77  -0.062
32 C 1.01 2.31 -4.51  -0.039
33 H 1.56 3.13 -5.02  0.046
34 H 1.51 1.38 -4.82  0.010
35 H 1.20 2.47 -3.44  0.019
36 H -0.87 2.86 -2.79  0.025
37 H -2.27 2.21 -3.70  0.005
38 H -1.71 3.86 -3.98  0.056
39 Ru -0.27 -0.25 -0.98  2.909
40 C -2.05 0.35 0.80  0.142
41 C -2.88 0.35 -0.36  0.048
42 C -2.70 -0.88 -1.04  0.253
43 H -3.54 1.16 -0.67  0.040
44 C -1.70 -1.65 -0.33  -0.018
45 C -1.30 -0.86 0.82  0.116
46 H -0.67 -1.22 1.63  -0.030
47 H -2.07 1.10 1.59  0.031
48 H -3.26 -1.20 -1.92  -0.061
49 H -1.43 -2.69 -0.49  -0.037
50 C 2.00 0.74 -0.48  0.081
51 C 1.53 -0.39 0.27  0.066
52 C 1.40 -1.51 -0.65  0.003
53 H 1.45 -0.45 1.36  -0.026
54 C 1.83 -1.04 -1.95  0.211
55 C 2.19 0.32 -1.82  0.095
56 H 2.63 0.92 -2.63  -0.002
57 H 2.23 1.71 -0.06  0.021
58 H 1.25 -2.54 -0.36  -0.024
59 H 1.91 -1.65 -2.84  -0.005
60 O 0.92 2.15 4.25  0.000
61 Cl 0.16 1.42 3.25  0.004
62 O 0.69 0.03 3.15  -0.001
63 O -1.25 1.36 3.63  0.000
64 O 0.29 2.05 1.93  -0.002

Computed properties:
Multiplicity: 6
Frontier orbital gap (spin up / spin down) in eV: 2.152 / 4.274
⟨S²⟩: 8.785
Net charge: -2
LUMO (spin up / spin down) in Ha: 0.1306 / 0.1306

=====

3.
Entry from the OMol25 dataset: C23H30FN3NaO7 as an isolated structure in a non-equilibrium geometry (ωB97M-V/def2-TZVPD).

Each line ends with the Löwdin charge.
CARTESIAN COORDINATES (ANGSTROEM)
1 Na 1.29 0.30 1.03  0.358
2 C 4.94 1.27 -1.63  -0.048
3 N 4.91 1.30 -0.17  -0.142
4 C 5.74 0.30 0.49  -0.043
5 C 3.78 1.70 0.48  -0.452
6 O 3.60 1.54 1.68  0.071
7 C 2.78 2.48 -0.37  -0.131
8 O 1.66 2.77 0.44  -0.103
9 C 0.63 3.33 -0.33  -0.140
10 C -0.67 3.22 0.45  -0.412
11 O -0.70 2.73 1.57  0.091
12 N -1.79 3.61 -0.24  -0.139
13 C -1.74 4.00 -1.64  -0.057
14 C -3.10 3.32 0.33  -0.034
15 H 4.25 0.52 -2.03  0.087
16 H 5.95 1.00 -1.94  0.084
17 H 4.71 2.25 -2.05  0.083
18 H 5.41 -0.70 0.19  0.098
19 H 5.64 0.39 1.56  0.081
20 H 6.78 0.44 0.20  0.079
21 H 2.49 1.88 -1.23  0.119
22 H 3.26 3.40 -0.72  0.137
23 H 0.50 2.79 -1.27  0.106
24 H 0.84 4.38 -0.56  0.134
25 H -1.55 3.16 -2.31  0.081
26 H -0.97 4.75 -1.81  0.083
27 H -2.69 4.45 -1.90  0.087
28 H -2.96 2.87 1.30  0.088
29 H -3.66 2.63 -0.32  0.070
30 H -3.68 4.24 0.44  0.085
31 C -0.17 -4.31 1.51  -0.047
32 C -1.35 -4.03 0.57  -0.300
33 C -2.59 -3.75 1.39  -0.149
34 C -3.76 -3.38 0.49  -0.131
35 C -3.39 -2.13 -0.27  -0.136
36 C -4.33 -1.19 -0.60  0.036
37 C -3.94 -0.02 -1.24  -0.276
38 F -4.89 0.90 -1.55  0.029
39 C -2.63 0.24 -1.54  0.057
40 C -1.66 -0.72 -1.22  -0.034
41 C -0.24 -0.40 -1.47  -0.308
42 O 0.09 0.72 -1.89  0.025
43 C 0.67 -1.47 -1.21  -0.045
44 C 0.22 -2.62 -0.66  0.008
45 N -1.06 -2.86 -0.29  0.028
46 C -2.03 -1.91 -0.60  -0.078
47 C 2.18 -1.25 -1.24  -0.602
48 O 2.89 -1.89 -2.03  -0.001
49 O 2.55 -0.39 -0.37  -0.068
50 H -0.52 -4.96 2.32  0.079
51 H 0.19 -3.37 1.93  0.080
52 H 0.65 -4.82 1.01  0.073
53 H -1.54 -4.89 -0.07  0.144
54 H -2.37 -2.92 2.08  0.136
55 H -2.82 -4.64 1.99  0.116
56 H -4.67 -3.19 1.07  0.113
57 H -3.97 -4.20 -0.20  0.121
58 H -5.37 -1.33 -0.35  0.123
59 H -2.32 1.16 -2.01  0.111
60 H 0.93 -3.40 -0.42  0.138
61 C -0.08 -0.66 3.05  -0.340
62 O -0.03 -1.02 1.72  -0.384
63 H 0.48 0.29 3.28  0.063
64 H 0.36 -1.42 3.73  0.049
65 H -1.10 -0.48 3.44  0.051

Computed properties:
Frontier orbital gap in eV: 6.410
Net charge: -1
LUMO in Ha: 0.0848

=====

4.
Entry from the OMol25 dataset: C23H30IN4OReSi as an isolated structure in a non-equilibrium geometry (ωB97M-V/def2-TZVPD).

Each line ends with the Mulliken spin population.
CARTESIAN COORDINATES (ANGSTROEM)
1 Re 0.17 0.06 0.13  2.380
2 C -2.60 1.79 -3.02  0.005
3 Si -0.80 2.02 -2.46  0.010
4 C 0.56 2.50 -3.71  0.002
5 C -0.74 3.06 -0.86  0.033
6 N -0.28 0.35 -1.78  0.269
7 C -0.40 -0.75 -2.57  0.020
8 C -0.60 -0.76 -3.96  0.025
9 C -0.59 -1.94 -4.66  -0.008
10 C -0.42 -3.17 -4.02  0.066
11 C -0.27 -3.21 -2.64  -0.017
12 C -0.26 -2.02 -1.94  0.022
13 O -0.15 -1.91 -0.57  -0.023
14 C 0.41 -2.97 0.15  0.069
15 C 1.67 -3.46 -0.21  -0.037
16 C 2.21 -4.51 0.50  0.001
17 C 1.50 -5.08 1.55  0.014
18 C 0.25 -4.58 1.91  0.001
19 C -0.30 -3.52 1.22  -0.028
20 H -3.03 2.77 -3.22  0.001
21 H -3.22 1.32 -2.27  0.000
22 H -2.71 1.22 -3.94  -0.001
23 H 0.34 3.50 -4.08  0.000
24 H 0.63 1.85 -4.57  0.000
25 H 1.54 2.54 -3.24  0.000
26 H -1.05 4.07 -1.10  0.006
27 H 0.25 3.13 -0.43  -0.013
28 H -1.43 2.69 -0.10  -0.001
29 H -0.74 0.17 -4.48  -0.001
30 H -0.73 -1.92 -5.73  0.001
31 H -0.42 -4.08 -4.58  0.001
32 H -0.17 -4.15 -2.12  0.003
33 H 2.21 -3.01 -1.04  0.002
34 H 3.19 -4.88 0.24  0.000
35 H 1.93 -5.91 2.09  0.000
36 H -0.30 -5.04 2.72  0.000
37 H -1.28 -3.14 1.47  0.002
38 I -5.62 -0.46 2.32  0.001
39 C -3.61 0.12 2.15  0.004
40 C -2.92 1.03 2.95  0.034
41 N -1.67 1.09 2.50  0.015
42 N -1.48 0.26 1.45  0.031
43 C -2.66 -0.33 1.22  0.022
44 H -3.28 1.59 3.79  0.002
45 H -0.92 1.67 2.87  -0.001
46 H -2.81 -1.03 0.43  0.005
47 C 4.07 3.48 1.04  0.011
48 C 3.58 2.31 1.92  0.029
49 C 4.63 1.18 1.93  0.014
50 C 3.30 2.81 3.35  0.018
51 C 2.39 1.80 1.35  0.065
52 N 1.41 1.37 0.88  -0.055
53 H 4.98 3.88 1.49  0.000
54 H 3.33 4.28 1.01  -0.001
55 H 4.30 3.15 0.03  0.000
56 H 5.54 1.58 2.37  0.001
57 H 4.85 0.83 0.93  -0.001
58 H 4.30 0.34 2.54  0.000
59 H 4.22 3.21 3.76  0.001
60 H 2.94 2.02 4.00  -0.001
61 H 2.56 3.62 3.34  0.000

Computed properties:
Multiplicity: 4
Frontier orbital gap (spin up / spin down) in eV: 5.528 / 5.118
⟨S²⟩: 3.778
Net charge: +3
ΔE to the lowest compared entry with this formula, charge and spin in kcal/mol: 9.90
LUMO (spin up / spin down) in Ha: -0.4128 / -0.4279

=====

Energy (Ha)
-2779.52063, -2126.18301, -1847.69116, -1853.11620